[1]
ORCA calculation (ωB97M-V with the def2-TZVPD basis set) on C24H20BrCl5IrN4O2S as an isolated structure at a distorted geometry.

## Properties
multiplicity: 2
energy: -6672.9318 Ha
F_max: 2.47 eV/Å
HOMO (alpha / beta): -13.8 / -13.9 eV
charge: +2
energy above the lowest of the compared OMol25 structures with the same formula, charge and spin: 1.141 eV
Kohn-Sham gap (alpha / beta): 6.40 / 5.92 eV

Last column: Löwdin charge in e.
Positions of all 58 atoms, in Å:
Ir (-0.383, 0.550, 0.478)  0.71
O (0.967, -4.334, 1.545)  0.08
C (1.445, -4.481, 0.280)  -0.25
C (2.011, -5.662, -0.180)  0.01
C (2.479, -5.746, -1.480)  -0.03
C (2.380, -4.660, -2.345)  -0.05
C (1.804, -3.492, -1.891)  -0.06
C (1.338, -3.389, -0.578)  -0.12
C (0.591, -2.187, -0.111)  -0.26
O (1.294, -0.894, -0.243)  -0.23
N (-0.574, -1.987, -0.903)  0.06
N (-1.336, -0.960, -0.618)  -0.12
C (-2.442, -0.802, -1.439)  -0.12
C (-3.464, -0.024, -1.121)  0.00
Br (-2.089, 2.109, 0.982)  0.26
C (-4.511, 0.642, -0.753)  -0.05
C (-4.831, 2.049, -1.036)  -0.28
C (-4.131, 2.778, -1.997)  -0.06
C (-4.415, 4.116, -2.199)  -0.07
C (-5.396, 4.742, -1.436)  -0.06
C (-6.098, 4.021, -0.484)  -0.05
C (-5.823, 2.675, -0.290)  -0.03
H (1.051, -5.157, 2.042)  0.13
H (2.078, -6.517, 0.483)  0.13
H (2.910, -6.676, -1.828)  0.12
H (2.742, -4.732, -3.361)  0.12
H (1.719, -2.638, -2.555)  0.10
H (0.318, -2.297, 0.933)  0.11
H (-0.563, -2.315, -1.866)  0.17
H (-2.467, -1.381, -2.361)  0.14
H (-5.216, 0.097, -0.125)  0.15
H (-3.379, 2.279, -2.603)  0.11
H (-3.890, 4.675, -2.963)  0.11
H (-5.620, 5.788, -1.597)  0.12
H (-6.867, 4.504, 0.104)  0.12
H (-6.375, 2.109, 0.452)  0.12
Cl (0.815, -0.470, 2.523)  0.80
C (2.405, -0.535, 1.841)  -0.59
C (2.475, -0.774, 0.484)  -0.41
C (3.702, -0.704, -0.154)  -0.59
Cl (3.793, -0.853, -1.856)  0.81
C (4.854, -0.428, 0.592)  -0.68
Cl (6.363, -0.320, -0.191)  0.77
C (4.765, -0.195, 1.968)  -0.69
Cl (6.160, 0.184, 2.869)  0.77
C (3.519, -0.227, 2.599)  -0.69
Cl (3.356, 0.150, 4.257)  0.77
C (2.310, 4.655, 1.570)  -0.05
N (1.313, 4.704, 0.492)  0.00
C (0.810, 3.659, -0.130)  -0.77
N (-0.114, 3.825, -1.063)  0.12
S (1.449, 2.069, 0.237)  0.72
H (2.480, 5.670, 1.915)  0.10
H (3.249, 4.240, 1.212)  0.09
H (1.944, 4.055, 2.400)  0.09
H (0.982, 5.619, 0.222)  0.16
H (-0.534, 4.723, -1.247)  0.14
H (-0.465, 3.026, -1.559)  0.08

[2]
ORCA calculation (ωB97M-V with the def2-TZVPD basis set) on C4H8O as an isolated structure.

## Properties
energy: -232.2933 Ha
F_max: 0.39 eV/Å
HOMO: -8.0 eV
energy above the lowest of the compared OMol25 structures with the same formula, charge and spin: 4.145 eV
Kohn-Sham gap: 8.26 eV

Last column: Löwdin charge in e.
Positions of all 13 atoms, in Å:
C (-1.289, -0.889, -0.039)  -0.09
C (-0.038, -0.321, 0.578)  -0.29
C (1.198, -0.466, -0.058)  0.07
O (1.019, 1.172, -1.287)  -0.19
C (0.358, 1.362, -0.177)  -0.31
H (-2.176, -0.370, 0.339)  0.08
H (-1.410, -1.956, 0.178)  0.08
H (-1.265, -0.762, -1.128)  0.09
H (-0.038, -0.112, 1.645)  0.13
H (1.303, -0.995, -0.997)  0.12
H (2.119, -0.230, 0.466)  0.12
H (0.886, 1.773, 0.707)  0.10
H (-0.667, 1.794, -0.226)  0.11

[3]
ORCA calculation (ωB97M-V with the def2-TZVPD basis set) on the molecule C17H20N2O4S2 at a distorted geometry.

## Properties
energy: -1866.0993 Ha
F_max: 17.99 eV/Å
HOMO: -8.1 eV
SMILES: CCNC(=O)C(=O)NC[C@H](c1cccs1)S(=O)(=O)c1ccc(C)cc1
energy above the lowest of the compared OMol25 structures with the same formula, charge and spin: 16.044 eV
Kohn-Sham gap: 8.09 eV

Last column: Löwdin charge in e.
Positions of all 45 atoms, in Å:
C (-1.156, -3.674, 2.221)  -0.07
H (-0.723, -2.684, 2.405)  0.05
H (-0.203, -4.261, 2.212)  0.08
C (-1.667, -3.711, 0.675)  -0.23
N (-0.710, -3.313, -0.351)  0.09
C (-0.909, -2.043, -0.754)  -0.34
O (-1.949, -1.392, -0.697)  0.04
C (0.439, -1.478, -1.557)  -0.51
O (1.379, -2.194, -1.628)  0.09
N (0.418, -0.267, -1.867)  0.03
H (-0.569, 0.424, -1.641)  0.24
C (1.441, 0.686, -2.178)  -0.04
H (1.316, 1.193, -2.906)  0.00
C (2.122, 1.301, -0.745)  -0.26
C (3.411, 0.693, -0.481)  -0.47
C (3.787, -0.613, -0.172)  -0.08
C (5.189, -0.855, 0.305)  -0.04
C (5.639, 0.453, 0.696)  -0.39
S (4.701, 1.911, 0.234)  0.94
H (6.603, 0.760, 1.170)  0.05
H (5.622, -1.633, 0.283)  -0.03
H (3.155, -1.323, -0.478)  0.04
H (2.110, 2.417, -0.765)  0.10
S (0.952, 0.917, 0.877)  0.61
O (0.890, -0.381, 0.680)  -0.24
O (1.670, 1.659, 1.765)  -0.22
C (-0.623, 1.343, 0.380)  -0.25
C (-0.786, 2.820, -0.421)  0.14
C (-2.187, 3.102, -0.472)  -0.07
C (-3.166, 2.464, 0.065)  -0.41
C (-2.971, 1.489, 0.734)  -0.09
C (-1.736, 0.866, 0.855)  -0.11
H (-1.489, 0.058, 1.605)  0.15
H (-3.844, 0.750, 1.219)  0.21
C (-4.623, 2.952, -0.208)  0.01
H (-4.943, 3.615, 0.762)  0.13
H (-4.583, 3.817, -1.127)  0.15
H (-5.248, 2.233, -0.269)  -0.02
H (-2.277, 4.063, -1.175)  0.16
H (-0.097, 3.294, -0.740)  -0.03
H (2.386, -0.141, -2.355)  0.19
H (0.058, -3.459, 0.046)  0.03
H (-2.708, -3.091, 0.637)  0.14
H (-2.024, -4.838, 0.417)  0.14
H (-2.096, -3.928, 2.748)  0.08